Record 1
Density functional theory data (ωB97M-V/def2-TZVPD) for a 10-piece molecular cluster, C66H146N6O10 overall.

As for the structure (SMILES): CC1(C)CCCC(C)(C)N1O.CC1(C)CCCC(C)(C)N1O.CC1(C)CCCC(C)(C)N1O.CC1(C)CCCC(C)(C)N1O.CC1(C)CCCC(C)(C)N1O.CC1(C)CCCC(C)(C)N1O.CC(C)O.CC(C)O.CC(C)O.CC(C)O. The HOMO-LUMO gap comes out at 7.92 eV.

```
! wB97M-V def2-TZVPD RIJCOSX def2/J DEFGRID3
* xyz 0 1
C -3.06785 -2.23263 -2.74331
C -2.97159 -3.51431 -1.95045
C -4.10849 -3.56447 -0.87087
C -3.31598 -4.66926 -2.95054
C -2.16961 -5.12535 -3.80552
C -0.92293 -5.48571 -2.94174
C -0.46258 -4.34475 -1.99251
C 0.42441 -5.13528 -0.94110
C 0.28417 -3.33901 -2.75709
N -1.69906 -3.81161 -1.31186
O -1.40184 -2.80865 -0.35788
H -4.10059 -1.90258 -2.85562
H -2.53271 -1.40012 -2.28653
H -2.47364 -2.33830 -3.65097
H -3.82023 -2.92089 -0.03972
H -5.00022 -3.19943 -1.38044
H -4.19664 -4.54812 -0.40960
H -3.66375 -5.54370 -2.40053
H -4.15813 -4.46687 -3.61230
H -2.50876 -5.94754 -4.43567
H -1.86496 -4.29499 -4.44254
H -0.10263 -5.81081 -3.58167
H -1.20368 -6.34821 -2.33727
H -0.20610 -5.77812 -0.32685
H 0.78523 -4.42370 -0.19842
H 1.22886 -5.76857 -1.31513
H 0.91670 -2.74143 -2.10065
H -0.43102 -2.73005 -3.31005
H 0.94125 -3.81773 -3.48316
H -1.08827 -2.11012 -0.93696
C -1.99870 3.79721 6.18587
C -2.33531 2.37337 5.69178
C -3.22823 1.65212 6.70677
C -3.10970 2.50221 4.42358
C -2.29030 3.06393 3.20233
C -1.16185 2.04331 2.99223
C -0.25984 1.73223 4.20909
C 0.36233 0.35272 3.96023
C 0.83634 2.86863 4.39238
N -1.10100 1.58238 5.42513
O -0.41822 1.23443 6.59842
H -1.39761 3.74599 7.09371
H -1.48722 4.37335 5.41479
H -2.88343 4.37482 6.45366
H -4.22305 2.06183 6.88162
H -3.30445 0.59613 6.44763
H -2.72985 1.70220 7.67486
H -3.53269 1.52947 4.17268
H -4.05765 3.03398 4.50552
H -2.95732 3.09759 2.34091
H -1.95168 4.07856 3.41203
H -0.53663 2.49093 2.21968
H -1.59425 1.13302 2.57687
H 1.06802 0.46347 3.13692
H -0.30961 -0.49600 3.83263
H 0.99957 0.09415 4.80590
H 1.40639 2.70413 5.30675
H 0.40646 3.85854 4.54532
H 1.41233 2.70761 3.48111
H -0.24188 0.30027 6.46481
C -5.20252 0.14518 0.68045
C -4.93591 1.41611 -0.16185
C -5.29525 2.61389 0.68014
C -3.35671 1.35839 -0.28293
C -2.80106 2.28602 -1.41204
C -3.48897 1.74593 -2.72649
C -5.04905 1.77862 -2.66517
C -5.42175 3.29255 -2.86905
C -5.45105 0.91502 -3.87040
N -5.56978 1.16139 -1.47142
O -6.92778 1.06545 -1.38131
H -4.52901 0.02412 1.52888
H -6.23640 0.25852 1.00656
H -5.05298 -0.78942 0.13984
H -4.76320 2.59705 1.63132
H -5.12319 3.61486 0.28447
H -6.34554 2.62584 0.97145
H -2.84852 1.51941 0.66782
H -3.01951 0.34743 -0.51171
H -2.99690 3.34270 -1.22989
H -1.72394 2.13196 -1.47668
H -3.09210 0.73405 -2.80832
H -2.98608 2.23384 -3.56145
H -5.63229 3.85978 -1.96239
H -6.36648 3.33788 -3.41083
H -4.69312 3.80120 -3.50029
H -6.45488 1.09233 -4.25640
H -5.44959 -0.13935 -3.59398
H -4.72237 1.09404 -4.66102
H -7.08133 0.11990 -1.44427
C 0.17646 6.28562 1.75338
C 0.91470 6.84707 0.57300
C 0.51267 6.04026 -0.70506
C 0.51819 8.28660 0.45184
C 1.16519 9.18716 1.50354
C 2.63678 9.10219 1.31796
C 3.24773 7.67775 1.37967
C 4.69015 7.70439 0.59593
C 3.41784 7.19668 2.88847
N 2.41474 6.73068 0.60890
O 2.94827 5.47611 0.57796
H -0.91312 6.26371 1.73246
H 0.48212 5.24638 1.87436
H 0.48123 6.77810 2.67678
H 0.98081 6.50212 -1.57433
H 0.68090 4.96343 -0.69015
H -0.54413 6.20448 -0.91554
H 0.89521 8.62593 -0.51295
H -0.54121 8.53687 0.39580
H 0.90003 10.23639 1.37353
H 0.90985 8.81374 2.49524
H 3.18656 9.73875 2.01125
H 2.89648 9.54895 0.35824
H 5.22881 6.75820 0.64740
H 5.36674 8.46983 0.97597
H 4.55827 7.94957 -0.45792
H 3.57098 6.12117 2.97760
H 2.48243 7.17676 3.44768
H 4.33127 7.61200 3.31420
H 3.44764 5.48197 -0.24191
C -0.46044 -5.29623 3.41786
C -1.30599 -4.10868 3.87333
C -0.58317 -3.42129 5.09518
C -1.42919 -3.17507 2.62156
C -2.51261 -2.05392 2.67639
C -3.78574 -2.80581 2.96711
C -3.86831 -3.81115 4.20170
C -4.01792 -2.88065 5.54195
C -5.20168 -4.64851 4.03354
N -2.67207 -4.61632 4.25952
O -2.70876 -5.49547 5.32410
H -0.18489 -5.97986 4.22087
H -0.90660 -5.93109 2.65236
H 0.47794 -4.91492 3.01520
H -1.21886 -2.89747 5.80905
H -0.01791 -4.16067 5.66253
H 0.18802 -2.72246 4.77116
H -0.51242 -2.66607 2.32397
H -1.77179 -3.87940 1.86352
H -2.30097 -1.35835 3.48848
H -2.58203 -1.45805 1.76633
H -4.02318 -3.43339 2.10812
H -4.63008 -2.12571 3.07964
H -4.05718 -3.37374 6.51325
H -5.00205 -2.42346 5.64471
H -3.24334 -2.11932 5.63410
H -5.08904 -5.40670 3.25858
H -6.12339 -4.10600 3.82323
H -5.39852 -5.34732 4.84657
H -2.53015 -6.24977 4.75778
C 4.94299 -2.52576 -2.38019
C 4.56913 -3.77469 -3.18663
C 3.57071 -4.59546 -2.42219
C 3.81669 -3.27060 -4.47833
C 4.71942 -2.66034 -5.50394
C 5.84637 -3.62896 -5.94404
C 6.65267 -4.20555 -4.75658
C 7.24460 -5.54185 -5.32196
C 7.77618 -3.27754 -4.32330
N 5.70350 -4.58798 -3.61830
O 6.33958 -5.21377 -2.57192
H 5.43736 -1.80059 -3.02659
H 4.06106 -2.04166 -1.96073
H 5.56221 -2.72120 -1.50470
H 4.07616 -4.90414 -1.50713
H 2.61165 -4.16731 -2.13067
H 3.55478 -5.57434 -2.90141
H 3.32781 -4.16655 -4.86090
H 3.12076 -2.53478 -4.07540
H 4.12657 -2.31128 -6.34939
H 5.17522 -1.77317 -5.06430
H 6.57865 -3.18235 -6.61665
H 5.38512 -4.49352 -6.42142
H 7.94597 -6.09205 -4.69469
H 7.78557 -5.25688 -6.22432
H 6.40637 -6.17989 -5.60192
H 8.50860 -3.71524 -3.64501
H 7.45712 -2.44320 -3.69866
H 8.21720 -2.88531 -5.23968
H 5.89302 -6.06077 -2.64095
C 2.19173 0.31979 -5.57982
C 2.00968 0.35521 -4.03532
C 3.35990 0.55745 -3.42023
O 1.13607 1.22983 -3.55686
H 2.96584 -0.34455 -5.96389
H 2.30490 1.26479 -6.11110
H 1.28528 -0.11683 -5.99911
H 1.71854 -0.65531 -3.74864
H 3.84774 1.51185 -3.61828
H 4.10050 -0.19756 -3.68400
H 3.28052 0.50050 -2.33462
H 1.54380 2.09248 -3.66266
C 0.27382 3.68075 -5.82318
C 0.26807 4.32536 -4.46392
C -0.85925 3.92440 -3.54903
O 1.53581 4.10801 -3.90886
H 0.24392 2.59689 -5.71156
H 1.15517 3.96296 -6.39910
H -0.56455 3.93524 -6.47162
H 0.27866 5.39921 -4.65055
H -0.73872 4.26711 -2.52135
H -1.06025 2.85574 -3.62443
H -1.75707 4.25917 -4.06860
H 2.13243 4.68325 -4.39336
C 2.97496 -2.53932 3.72897
C 3.25115 -3.92226 4.37893
C 3.97674 -4.89869 3.51230
O 3.94478 -3.55623 5.52587
H 2.16481 -2.69330 3.01620
H 3.80752 -2.15147 3.14201
H 2.63159 -1.78883 4.44097
H 2.31682 -4.33271 4.76188
H 4.06807 -5.91014 3.90820
H 4.95652 -4.45999 3.32342
H 3.33989 -5.00092 2.63362
H 4.85412 -3.40941 5.25540
C 1.75072 -0.96284 -0.09107
C 0.64804 0.08184 -0.19227
C 1.11827 1.47274 -0.35638
O -0.12912 -0.23432 -1.39153
H 2.54810 -0.66532 0.58993
H 2.03906 -1.10529 -1.13255
H 1.49488 -1.90855 0.38673
H -0.03981 -0.00365 0.64895
H 1.37759 1.90304 0.61093
H 0.32401 2.07856 -0.79254
H 1.92021 1.50120 -1.09407
H 0.15022 0.36517 -2.08736
*
```


Record 2
Density functional theory data (ωB97M-V/def2-TZVPD) for C14H16N4O3 in the gas phase.

As for the structure (SMILES): CCOc1cc(/C=N/Nc2nc(C)cc(=O)[nH]2)ccc1O. The HOMO-LUMO gap comes out at 8.12 eV.

```
! wB97M-V def2-TZVPD RIJCOSX def2/J DEFGRID3
* xyz 0 1
C 4.35426 3.79518 -0.43865
C 4.22326 4.09303 1.04943
O 2.87693 4.19757 1.50078
C 2.17164 3.00089 1.53666
C 1.49058 2.50616 0.44286
C 0.78041 1.30651 0.53579
C 0.07512 0.80802 -0.62011
N -0.57739 -0.28800 -0.58918
N -1.21864 -0.71058 -1.68479
C -1.92314 -1.87649 -1.68420
N -2.52342 -2.23216 -2.78043
C -3.22017 -3.40132 -2.75365
C -3.88776 -3.75929 -4.04094
C -3.29914 -4.18164 -1.64087
C -2.64217 -3.80708 -0.41823
O -2.63071 -4.40561 0.63647
N -1.95021 -2.58982 -0.53779
C 0.77185 0.61734 1.75211
C 1.42907 1.11835 2.85315
C 2.12763 2.31844 2.76274
O 2.75365 2.82995 3.84464
H 5.40145 3.84905 -0.72347
H 3.79405 4.52553 -1.01734
H 3.98246 2.79865 -0.66620
H 4.75508 3.32351 1.62738
H 4.65711 5.07049 1.27657
H 1.50269 3.06140 -0.48288
H 0.12165 1.41403 -1.53228
H -1.20607 -0.17790 -2.55437
H -4.44740 -4.68447 -3.94579
H -3.13752 -3.86660 -4.82193
H -4.55759 -2.95556 -4.33945
H -3.85475 -5.10453 -1.63635
H -1.45060 -2.22922 0.26753
H 0.22923 -0.31129 1.81735
H 1.41349 0.60187 3.79936
H 3.09240 3.70652 3.60136
*
```


Record 3
Density functional theory data (ωB97M-V/def2-TZVPD) for C3H2KMgO3 as an isolated structure.

Its expectation value of S² is 0.75. The HOMO-LUMO gap (alpha / beta) comes out at 7.44 / 6.32 eV.

```
! wB97M-V def2-TZVPD RIJCOSX def2/J DEFGRID3
* xyz 2 2
C -1.71169 2.64405 1.94882
C -2.70612 2.74942 1.08194
O -3.54930 2.79151 0.28845
H -0.86961 3.33011 1.85023
H -1.90336 2.13416 2.89389
O 0.27241 -0.55111 0.22780
C 0.70030 -0.09379 1.20529
O 1.36000 0.14153 2.12976
Mg 2.70197 0.43272 3.98260
K -0.29242 -2.21073 -2.36990
*
```


Record 4
Density functional theory data (ωB97M-V/def2-TZVPD) for a 3-piece molecular cluster, C5H16NO2 overall.

The HOMO-LUMO gap comes out at 9.41 eV.

```
! wB97M-V def2-TZVPD RIJCOSX def2/J DEFGRID3
* xyz 1 1
C 0.71859 2.03940 -0.18586
C 1.46003 1.10152 0.71696
C 0.59772 0.62465 1.86708
C 0.30989 -0.72388 1.94851
C -0.41848 -1.53871 2.95586
N -0.37021 1.32930 -1.05332
H 1.38218 2.43347 -0.92751
H 0.37001 3.01499 0.42039
H 2.31662 1.65208 1.17953
H 1.88617 0.24892 0.20834
H 0.23187 1.46216 2.56905
H 0.78746 -1.33661 1.25895
H -0.81783 -1.11579 3.92007
H 0.44015 -2.24876 3.50346
H -1.17051 -2.19330 2.41867
H -1.41126 1.43891 -0.68986
H -0.20487 0.39781 -1.22322
H -0.42717 1.98202 -1.93348
H 0.02020 -2.68566 -2.28334
H 0.38574 -2.20414 -3.66851
O 0.28558 -1.85878 -2.83716
H -1.53196 -1.06870 -2.90472
H -2.87341 -0.37982 -2.79852
O -1.96651 -0.37107 -2.46136
*
```


Record 5
Density functional theory data (ωB97M-V/def2-TZVPD) for C3H9O3P as an isolated structure.

The HOMO-LUMO gap comes out at 9.47 eV.

```
! wB97M-V def2-TZVPD RIJCOSX def2/J DEFGRID3
* xyz 0 1
C -0.95911 -1.50872 0.09160
C -0.49022 -0.19371 -0.43893
C 1.32707 0.37744 0.05685
O 2.12127 -0.38569 -0.80582
O 1.19215 1.66417 -0.20335
O 1.69022 0.12749 1.34469
P -1.51464 1.27819 0.07447
H -0.11113 -2.17207 -0.07428
H -1.41502 -1.43341 1.14050
H -1.77885 -1.94684 -0.62747
H -0.25516 -0.21324 -1.56188
H 3.07409 -0.23153 -0.40994
H 0.60164 1.94357 -1.04953
H 1.40195 0.73133 2.03863
H -2.32952 0.90227 1.22929
H -2.55474 1.06077 -0.80482
*
```


Record 6
Density functional theory data (ωB97M-V/def2-TZVPD) for C3H4O3Ru as an isolated structure.

Its expectation value of S² is 12.02. The HOMO-LUMO gap (alpha / beta) comes out at 8.76 / 6.83 eV.

```
! wB97M-V def2-TZVPD RIJCOSX def2/J DEFGRID3
* xyz 2 7
C 1.29969 -1.09467 -0.46213
C 1.18400 -0.48226 0.80380
O -0.05435 0.18516 0.92235
C -0.35017 1.10542 1.82055
O -1.45029 1.63398 1.25769
Ru -1.36703 0.71939 -0.66572
H 2.30524 -1.09645 -0.89117
H 0.78498 -2.06633 -0.53589
H -1.91166 2.27433 1.81690
O -0.13154 -0.23796 -1.71900
H -0.30888 -0.94062 -2.34738
*
```


Record 7
Density functional theory data (ωB97M-V/def2-TZVPD) for a 5-piece molecular cluster, C3H15O4S overall.

The HOMO-LUMO gap comes out at 7.66 eV.

```
! wB97M-V def2-TZVPD RIJCOSX def2/J DEFGRID3
* xyz -1 1
C -0.21111 1.36578 -1.94888
C 0.10393 2.20611 -0.71450
C -0.98664 2.09629 0.41496
S -1.28724 0.31108 0.88519
H -0.70227 2.04373 -2.57737
H 0.58719 1.04105 -2.58458
H -0.89774 0.59503 -1.66414
H 0.19983 3.33668 -0.95136
H 0.97064 2.00934 -0.11341
H -0.61969 2.76776 1.39458
H -1.93903 2.53348 0.11889
H 1.14285 -1.65254 -0.44624
H -0.25518 -1.11315 -0.83610
O 0.38676 -1.82661 -1.06037
H 0.17905 -3.58110 -2.12499
H -0.48163 -3.82129 -0.87366
O -0.25764 -4.33724 -1.67069
H -0.35434 -0.24935 4.05782
H -0.03573 -0.96478 2.78256
O 0.05894 -1.09664 3.82187
H 1.88662 -0.76400 2.00629
H 0.77917 -0.27505 1.02978
O 1.73325 -0.62457 1.05438
*
```


Record 8
Density functional theory data (ωB97M-V/def2-TZVPD) for C4H8OS in the gas phase.

As for the structure (SMILES): C[C@@H]1[C@H](O)[C@@H]1S. The HOMO-LUMO gap comes out at 9.53 eV.

```
! wB97M-V def2-TZVPD RIJCOSX def2/J DEFGRID3
* xyz 0 1
C 0.62412 1.22101 -0.59919
C 0.60739 0.43432 0.66927
C 0.39587 -1.11531 0.52496
O 0.54716 -1.77640 -0.76143
C -0.74398 -0.30010 0.92543
S -2.24476 -0.20816 -0.11541
H 1.55075 1.71500 -0.64580
H -0.07564 2.05414 -0.63994
H 0.55948 0.54508 -1.50387
H 0.94655 0.91092 1.61025
H 0.78126 -1.90255 1.23276
H -0.25866 -1.79070 -1.25627
H -0.94996 -0.38743 2.00874
H -1.73958 0.60019 -1.44950
*
```


So what do the calculations give for M? Going down the list: 1183.93, 288.31, 149.45, 122.19, 124.08, 189.13, 147.22, 104.17 u.